This record from OMol25 describes a molecular structure, C31H54BN6OPdS. The level of theory is ωB97M-V/def2-TZVPD.

Structure (XYZ):
```
95
Properties=species:S:1:pos:R:3:forces:R:3
Pd -0.229139 -0.516341 -1.539290 0.047 -0.093 0.029
C -3.722441 0.479324 -2.009760 0.019 -0.003 -0.026
C -3.054333 1.826969 -2.271095 0.015 0.049 0.007
C -2.323036 1.821123 -3.618732 -0.017 -0.124 0.068
C -2.126960 2.222331 -1.154730 -0.022 0.102 -0.006
C -1.881872 3.518528 -0.668658 0.022 -0.014 0.051
C -0.952236 3.359000 0.343002 -0.051 0.032 -0.052
C -0.333663 4.452345 1.172596 -0.045 -0.021 -0.028
C 1.192496 4.478723 1.077980 0.014 -0.006 0.005
C -0.812874 4.453733 2.626783 0.010 0.003 0.031
N -0.688237 2.038460 0.438111 0.055 0.015 0.029
N -1.394501 1.347001 -0.489423 0.011 -0.156 0.014
B 0.281620 1.259818 1.354810 0.011 0.025 0.042
N 1.646315 1.105998 0.650464 0.002 0.034 -0.047
N 1.677024 1.168362 -0.704099 0.063 -0.089 0.005
C 2.917889 0.893275 -1.071953 -0.023 0.040 -0.020
C 3.714913 0.640712 0.062065 -0.006 -0.009 -0.042
C 2.865223 0.781254 1.140304 -0.053 0.006 0.019
C 3.230923 0.616093 2.591693 0.012 -0.019 -0.025
C 2.387400 -0.423008 3.334485 -0.008 -0.002 0.026
C 3.257793 1.943075 3.354223 -0.024 0.010 0.009
C 3.338452 0.873600 -2.518184 -0.005 0.030 0.057
C 2.216109 1.287905 -3.464199 0.097 0.034 -0.018
C 3.871767 -0.512376 -2.890384 -0.024 -0.010 0.012
N -0.308439 -0.144478 1.629537 -0.036 0.074 0.017
N -0.069828 -1.137740 0.752491 0.037 -0.027 -0.023
C -0.671580 -2.220334 1.222633 -0.040 -0.018 0.068
C -1.320246 -1.926746 2.435025 -0.010 0.016 -0.006
C -1.071765 -0.580293 2.650735 0.018 0.000 -0.033
C -1.560398 0.331038 3.737508 0.012 0.002 0.003
C -1.954982 -0.453681 4.984282 -0.001 -0.015 -0.003
C -2.725956 1.189852 3.236784 -0.001 0.016 0.006
C -0.575590 -3.515415 0.468169 0.033 0.044 -0.036
C 0.865501 -4.026516 0.473492 0.008 -0.032 -0.040
C -1.541209 -4.564930 1.001707 -0.002 -0.006 0.037
H -4.401458 0.226109 -2.828431 0.002 -0.003 0.003
H -4.284999 0.486211 -1.074120 -0.003 0.017 0.004
H -2.958241 -0.297553 -1.934985 -0.009 -0.001 0.007
H -3.830800 2.600329 -2.302673 -0.001 0.003 -0.027
H -1.625537 0.979682 -3.653913 0.043 0.081 -0.021
H -1.756496 2.742763 -3.762239 -0.012 0.007 -0.022
H -3.032783 1.709357 -4.443120 0.002 0.012 -0.001
H -2.319546 4.445172 -1.006423 0.003 0.004 0.012
H -0.704349 5.375674 0.715437 0.006 0.001 -0.003
H 1.636100 3.619841 1.579565 -0.003 -0.009 -0.003
H 1.582432 5.386528 1.546425 0.007 -0.003 -0.004
H 1.518453 4.450761 0.037364 -0.004 0.010 0.000
H -0.467444 3.566642 3.158522 -0.003 0.002 -0.015
H -1.902846 4.474673 2.677793 -0.001 0.000 -0.007
H -0.426787 5.332975 3.149814 -0.001 -0.001 -0.003
H 0.417600 1.836114 2.403205 -0.011 -0.010 -0.006
H 4.763914 0.389893 0.099209 0.000 0.002 0.006
H 4.258358 0.238791 2.564757 0.000 0.001 -0.003
H 1.398057 -0.032950 3.573004 0.022 0.007 -0.008
H 2.876384 -0.694201 4.274143 -0.006 -0.005 0.000
H 2.247015 -1.325742 2.737737 0.009 0.003 -0.007
H 2.253880 2.362276 3.435822 0.002 0.000 0.000
H 3.891495 2.674341 2.849788 0.004 -0.004 -0.003
H 3.640910 1.790950 4.366942 0.007 0.001 -0.003
H 4.164186 1.589045 -2.622505 -0.003 0.006 0.008
H 1.452961 0.512436 -3.514794 -0.103 0.010 0.004
H 2.612323 1.439841 -4.471704 0.002 -0.009 0.002
H 1.730212 2.204640 -3.129728 0.008 0.003 -0.003
H 3.080278 -1.251093 -2.744825 -0.001 -0.004 -0.005
H 4.719663 -0.800227 -2.265448 0.000 0.005 0.001
H 4.185544 -0.542974 -3.936829 0.000 0.006 -0.001
H -1.894693 -2.591534 3.058688 0.008 0.000 -0.003
H -0.738152 1.004099 4.001844 -0.008 0.000 -0.003
H -2.794263 -1.121000 4.773471 0.003 0.004 -0.003
H -2.262753 0.225894 5.781658 -0.001 0.002 -0.002
H -1.123605 -1.060803 5.346328 -0.008 -0.002 0.013
H -3.578747 0.555550 2.982439 0.008 -0.011 0.003
H -2.447578 1.747406 2.342296 -0.004 0.007 -0.008
H -3.040445 1.900193 4.006474 -0.002 -0.002 -0.004
H -0.842858 -3.280542 -0.568080 0.001 -0.021 0.011
H 1.186555 -4.261230 1.492229 -0.015 0.002 0.008
H 1.536945 -3.265581 0.073178 -0.010 0.011 0.005
H 0.959083 -4.933219 -0.132401 0.013 -0.001 0.010
H -1.298458 -4.824291 2.036224 -0.006 0.000 -0.002
H -1.483093 -5.480596 0.409024 0.002 0.004 -0.012
H -2.571393 -4.205073 0.978004 -0.001 -0.002 -0.004
O -0.329438 -1.272701 -4.704759 0.005 -0.040 0.047
S -0.366259 -1.741766 -3.278682 -0.063 0.002 -0.074
C 0.739384 -3.196223 -3.321032 0.010 0.040 -0.004
C -0.005847 -4.256600 -4.110202 -0.016 0.020 -0.008
C -1.399389 -4.298537 -3.478156 -0.009 -0.021 -0.010
C -1.844653 -2.852289 -3.248355 0.014 0.030 0.015
H 0.923232 -3.498442 -2.287658 -0.005 -0.007 -0.009
H 1.668071 -2.851305 -3.773403 0.002 -0.012 0.004
H 0.489011 -5.229532 -4.070616 -0.001 -0.004 0.006
H -0.070476 -3.945147 -5.154602 -0.001 -0.001 0.002
H -1.335471 -4.815580 -2.515752 0.000 -0.004 -0.004
H -2.114957 -4.846567 -4.094579 0.005 -0.004 0.001
H -2.363027 -2.703734 -2.302269 0.004 0.000 -0.003
H -2.459347 -2.457814 -4.057472 0.002 -0.011 -0.008
```
Forces are in eV/Å.

The calculation puts the highest occupied orbital energy at -0.138 hartree. The total energy comes out at -59008.301 eV. Its strongest force on any atom is 0.16 eV Å⁻¹. As for the total charge: -1. The value obtained for the HOMO-LUMO gap is 6.480 eV. The spin multiplicity is 1. For the energy above the lowest of the compared OMol25 structures with the same formula, charge and spin, the calculation gives 0.0 kcal/mol.